A molecular structure, CH3InMgO2. Source: OMol25; level of theory: wB97M-V/def2-TZVPD.

Structure (ORCA input):
```
! RIJCOSX wB97M-V def2-TZVPD def2/J DEFGRID3
* xyz 0 1
In 0.057 1.385 0.053
Mg 2.566 -0.057 -0.265
O -1.376 0.146 -0.134
O 0.765 -0.524 0.238
C -0.551 -0.956 -0.009
H -0.847 -1.592 0.856
H -0.583 -1.598 -0.918
H -0.033 3.195 0.179
*
```

Properties
- HOMO-LUMO gap (alpha / beta): 6.04 / 6.04 eV
- Energy relative to the best compared isomer or geometry (same formula, charge and spin): 1.814 eV

Atomic partial charges in e from the Löwdin method, atoms 1 to 5: In 0.617; Mg 0.638; O -0.320; O -0.604; C -0.509



5 unconnected molecules or ions with the total composition C10H30O5S5. Source: OMol25; level of theory: wB97M-V/def2-TZVPD.

Structure (ORCA input):
```
! RIJCOSX wB97M-V def2-TZVPD def2/J DEFGRID3
* xyz 1 2
S 1.026 -5.969 0.693
S -2.057 3.754 -0.347
S 3.543 2.805 -0.591
S -4.319 -1.927 0.958
S -0.446 -0.686 0.621
O 2.304 2.779 -1.475
O 2.224 -6.915 0.598
O -0.718 -2.172 0.934
O -2.881 3.249 -1.550
O -5.831 -2.056 0.735
C -0.304 4.224 -0.735
C 0.680 -5.423 2.427
C -3.720 -3.467 1.822
C 1.645 -4.322 -0.005
C -0.560 -0.404 -1.211
C -2.785 5.486 -0.115
C 4.752 3.108 -1.923
C -3.515 -2.205 -0.712
C 3.449 4.523 0.068
C 1.396 -0.484 0.720
H -3.611 -1.398 -1.438
H -0.232 4.580 -1.763
H -4.219 -4.317 1.356
H 1.857 -1.445 0.491
H 0.242 -4.429 2.339
H 0.230 4.747 0.058
H 1.607 0.359 0.062
H 2.240 -3.845 0.774
H -0.299 0.639 -1.393
H -2.441 -2.374 -0.635
H -2.831 5.913 -1.117
H -2.653 -3.633 1.673
H 5.740 3.418 -1.583
H 2.324 -4.615 -0.805
H -3.790 5.275 0.251
H 4.394 4.857 0.497
H -1.629 -0.453 -1.417
H -3.947 -3.512 2.887
H 1.606 -5.220 2.966
H 0.197 3.258 -0.802
H 1.688 -0.153 1.717
H -3.959 -3.050 -1.239
H -2.300 6.107 0.638
H 0.815 -3.696 -0.333
H 4.968 2.358 -2.683
H 2.623 4.566 0.778
H 3.381 5.300 -0.693
H -0.169 -5.965 2.844
H 4.253 3.887 -2.499
H 0.034 -1.061 -1.846
*
```

Properties
- HOMO-LUMO gap (alpha / beta): 6.95 / 2.27 eV
- Energy relative to the best compared isomer or geometry (same formula, charge and spin): 0.000 eV

Atomic partial charges in e from the natural (NBO) method, atoms 1 to 5: S 1.307; S 1.141; S 1.208; S 1.197; S 1.204



A molecular structure, C17H22Br27N2O2S. Source: OMol25; level of theory: wB97M-V/def2-TZVPD.

Structure (ORCA input):
```
! RIJCOSX wB97M-V def2-TZVPD def2/J DEFGRID3
* xyz -1 1
Br -0.059 5.180 -3.298
Br 3.524 1.569 7.837
Br -12.524 -1.118 1.062
Br -4.684 -4.216 -1.383
Br 4.760 2.001 3.042
Br 2.714 3.617 -3.490
Br 5.197 -0.366 5.938
Br 11.534 4.317 -0.704
Br 2.305 0.633 5.042
Br 2.737 1.835 0.690
Br -4.387 -2.881 -4.260
Br -7.953 -0.373 -8.725
Br 5.337 2.914 -5.594
Br -6.632 0.855 1.631
Br 3.546 4.353 -7.792
Br -13.886 0.678 3.307
Br -5.227 -1.832 -7.963
Br 8.603 3.637 -1.740
Br -9.727 1.561 1.911
Br -11.508 -1.297 4.074
Br 5.519 3.362 0.224
Br 9.286 3.416 1.363
Br -5.850 -1.302 -1.922
Br -8.493 0.918 -0.950
Br 0.279 2.342 -1.891
Br -7.608 -1.720 -5.859
Br 3.916 1.191 -7.858
S -1.363 -0.693 -1.236
O 1.090 0.929 3.448
O -0.999 0.277 3.973
N 0.680 -1.939 2.686
N -1.280 -0.979 1.527
C -1.365 -0.888 0.343
C 0.850 -3.116 1.846
C -4.475 -2.573 -2.363
C 0.039 0.263 3.296
C 0.115 -0.768 2.131
C -8.399 0.562 0.941
C 9.956 3.246 -0.428
C 4.311 -1.671 0.891
C 4.120 2.896 1.471
C 2.218 -3.110 1.117
C 3.430 0.162 6.517
C -7.136 -1.798 -7.719
C -13.015 -0.994 2.917
C 2.765 -1.702 0.941
C 4.725 2.879 -7.417
C 1.151 3.965 -2.418
C 4.890 -1.702 2.308
H 0.753 -0.316 1.387
H 2.991 -0.695 7.003
H 5.008 -2.738 2.612
H 4.605 -2.582 0.374
H 5.593 2.994 -8.048
H 2.464 -1.064 1.759
H -3.534 -2.138 -2.059
H 2.399 -1.254 0.020
H 0.836 -3.967 2.520
H 3.665 3.818 1.798
H -7.524 -2.726 -8.110
H 10.243 2.215 -0.566
H 0.173 -2.169 3.527
H 2.925 -3.727 1.656
H 0.053 -3.300 1.125
H 2.081 -3.515 0.120
H 4.668 -0.829 0.310
H -13.729 -1.779 3.112
H 5.841 -1.191 2.390
H 4.203 -1.273 3.027
H 1.489 4.452 -1.515
H -8.628 -0.484 1.078
*
```

Properties
- HOMO-LUMO gap: 6.91 eV

Atomic partial charges in e from the Löwdin method, atoms 1 to 5: Br 0.563; Br 0.500; Br 0.557; Br 0.568; Br 0.602



7 unconnected molecules or ions with the total composition C23H23Cl9N4. Source: OMol25; level of theory: wB97M-V/def2-TZVPD.

Structure (ORCA input):
```
! RIJCOSX wB97M-V def2-TZVPD def2/J DEFGRID3
* xyz 0 1
Cl -2.665 0.540 -0.609
Cl -2.959 -0.078 -4.566
Cl -1.367 4.475 -0.923
Cl -0.162 0.970 -2.092
Cl -1.288 6.438 -3.114
Cl -5.512 -1.438 -4.484
Cl -0.165 -0.442 0.431
Cl -5.340 1.360 -3.601
Cl -3.762 5.894 -1.709
N 2.992 -4.807 -1.511
N 3.881 -0.813 1.957
N -2.358 -3.035 0.199
N 1.355 2.851 0.877
C 2.308 -3.794 -0.993
C 2.665 4.468 -0.309
C 2.326 -5.891 -1.927
C -1.996 6.013 -1.561
C 4.194 1.686 3.116
C 2.199 3.189 -0.111
C -4.913 -3.030 1.347
C -2.558 -2.582 1.447
C 2.049 5.511 0.389
C 0.940 -3.841 -0.746
C 0.774 3.863 1.515
C -3.815 -2.525 2.018
C 5.251 1.093 2.449
C -0.938 0.870 -0.498
C -4.698 -3.593 0.096
C 5.054 -0.197 1.959
C 0.267 -4.943 -1.226
C -3.414 -3.526 -0.443
C 1.089 5.198 1.336
C -4.511 -0.218 -3.720
C 2.950 1.053 3.189
C 2.873 -0.183 2.561
C 0.954 -6.026 -1.765
H 2.533 2.367 -0.735
H 2.324 6.534 0.166
H 0.026 3.569 2.247
H -5.915 -3.044 1.754
H 5.944 -0.699 1.594
H 0.389 -3.055 -0.250
H -0.816 1.823 -0.003
H 2.954 -6.680 -2.322
H 0.424 -6.900 -2.116
H 3.428 4.616 -1.061
H -4.259 -0.466 -2.697
H -1.693 6.783 -0.865
H 0.587 5.971 1.901
H 6.204 1.590 2.348
H 2.161 1.513 3.762
H -5.509 -3.914 -0.544
H 1.896 -0.651 2.515
H -0.806 -5.062 -1.131
H -3.261 -4.031 -1.392
H 2.907 -2.927 -0.735
H -3.939 -2.200 3.045
H -1.642 -2.291 1.938
H 4.364 2.641 3.602
*
```

Properties
- HOMO-LUMO gap: 9.53 eV
- Energy relative to the best compared isomer or geometry (same formula, charge and spin): 0.458 eV
- SMILES string: ClC(Cl)Cl.ClC(Cl)Cl.ClC(Cl)Cl.c1ccncc1.c1ccncc1.c1ccncc1.c1ccncc1

Atomic partial charges in e from the natural (NBO) method, atoms 1 to 5: Cl 0.005; Cl 0.017; Cl 0.000; Cl 0.017; Cl 0.027



2 unconnected molecules or ions with the total composition C34H36NO. Source: OMol25; level of theory: wB97M-V/def2-TZVPD.

Structure (ORCA input):
```
! RIJCOSX wB97M-V def2-TZVPD def2/J DEFGRID3
* xyz 1 1
O 0.201 -0.981 4.984
N 0.387 -8.077 2.410
C 1.444 -2.482 3.489
C -0.537 -8.900 3.217
C 2.705 -2.390 -1.834
C 0.722 -2.846 -3.139
C 0.117 -9.099 -2.722
C 1.426 -0.387 5.479
C -0.989 -2.916 2.161
C 0.253 -1.854 3.941
C 0.521 -6.852 0.278
C 2.046 -2.396 -3.078
C -2.558 -7.014 0.714
C 0.205 -3.467 1.624
C -0.159 -7.268 1.435
C 2.328 -9.386 3.342
C 1.400 -3.275 2.360
C 1.693 -8.700 2.134
C -3.082 -5.448 2.978
C 0.102 -3.394 -2.032
C -1.548 -6.774 1.660
C -0.976 -2.142 3.293
C -4.073 -5.650 2.010
C -1.001 -7.010 -3.210
C -1.823 -6.014 2.812
C 0.095 -7.322 -1.051
C 2.730 -1.901 -4.315
C 0.811 -3.541 -0.800
C -0.720 -6.567 -1.921
C -0.602 -8.289 -3.612
C 0.201 -4.140 0.350
C 2.102 -2.938 -0.720
C 0.105 -9.417 4.491
C 1.366 -10.212 4.185
C 0.511 -8.605 -1.482
C -3.811 -6.428 0.879
H -1.029 -5.850 3.543
H 2.088 -1.187 -4.843
H 1.097 -11.139 3.660
H 2.980 -2.712 -5.014
H 1.572 -9.443 1.321
H 3.701 -1.951 -1.759
H 0.372 -10.121 -3.004
H 2.624 -2.923 0.241
H 1.961 0.147 4.680
H -0.634 -10.043 4.997
H -4.566 -6.580 0.104
H 0.327 -8.585 5.171
H 2.396 -2.284 3.990
H -1.551 -6.360 -3.894
H 2.082 -1.144 5.932
H -0.948 -3.691 -2.087
H 1.084 0.314 6.243
H -0.859 -8.645 -4.614
H -0.878 -9.757 2.606
H -1.135 -5.626 -1.569
H -1.928 -3.104 1.643
H -3.279 -4.842 3.861
H -0.595 -4.871 0.192
H 1.852 -10.506 5.119
H -1.883 -1.688 3.688
H 2.813 -8.631 3.967
H -5.058 -5.200 2.145
H 2.375 -7.925 1.764
H 3.126 -10.025 2.962
H -1.426 -8.324 3.483
H 1.124 -9.202 -0.802
H 2.299 -3.785 2.026
H 3.660 -1.393 -4.048
H -2.331 -7.657 -0.139
H 1.523 -6.417 0.361
H 0.181 -2.749 -4.083
*
```

Properties
- HOMO-LUMO gap: 5.35 eV
- Energy relative to the best compared isomer or geometry (same formula, charge and spin): 2.607 eV

Atomic partial charges in e from the Löwdin method, atoms 1 to 5: O -0.079; N -0.007; C 0.005; C -0.135; C -0.016



A molecular structure, C49H46BCl2N6OS3SiW. Source: OMol25; level of theory: wB97M-V/def2-TZVPD.

Structure (ORCA input):
```
! RIJCOSX wB97M-V def2-TZVPD def2/J DEFGRID3
* xyz -1 3
W 1.159 -0.404 -0.102
Cl -1.750 2.134 -1.528
Cl 0.767 -0.785 -5.398
S 3.504 0.554 -0.001
S 1.869 1.658 -3.801
S 1.552 -1.315 2.258
Si -2.245 -1.482 0.394
O -0.869 -0.665 0.265
N 0.878 1.244 -1.344
N 1.522 -0.683 -2.179
N 3.164 0.690 3.265
N 4.707 -0.955 1.982
N 4.646 -1.925 0.036
N 1.050 1.207 3.172
C 1.729 4.754 -0.491
C 1.810 2.960 -2.639
C 5.228 -2.814 0.909
C 1.741 5.687 0.719
C 1.147 -4.393 -2.710
C 2.244 4.253 -2.806
C -2.125 -2.946 -2.032
C 5.261 -2.207 2.115
C -2.267 -4.046 -2.862
C -0.395 1.109 3.021
C 1.153 -2.394 -0.823
C -2.681 -1.996 2.166
C -2.680 -4.290 -0.135
C 1.214 -2.070 -2.181
C 1.235 -3.069 -3.147
C -2.928 0.586 -3.306
C 1.281 3.435 -0.333
C -4.413 -2.704 3.724
C 3.019 1.975 3.727
C -4.018 -2.296 2.459
C -3.020 -0.255 -4.397
C -2.332 -3.042 -0.653
C -5.937 -0.236 -1.159
C 0.876 0.532 -2.604
C -2.146 -2.520 4.478
C -1.688 0.911 -2.769
C 1.296 2.543 -1.397
C 0.408 5.600 1.476
C -1.857 -0.705 -5.000
C -0.636 -0.367 -4.444
C -3.474 -2.812 4.743
C -2.624 -5.277 -2.327
C -5.119 1.528 0.246
C 1.074 -3.707 -0.399
C -3.766 -0.464 -0.089
C -0.499 0.363 -3.256
C -1.757 -2.122 3.202
C 4.321 -0.798 0.707
C 1.958 0.228 2.929
C 4.413 -2.190 -1.375
C 2.882 5.260 1.652
C 2.192 5.153 -1.736
C 1.064 -4.719 -1.363
C -3.971 0.791 0.491
C 1.962 7.149 0.328
C 1.707 2.301 3.686
C -2.826 -5.399 -0.961
C -4.776 -0.962 -0.913
C -6.108 1.015 -0.585
B 4.586 0.022 3.187
H 2.635 4.578 -3.763
H 4.778 -0.636 4.185
H -2.731 -6.141 -2.973
H 0.907 3.087 0.624
H 0.248 4.608 1.901
H -0.776 2.086 2.726
H -3.779 -3.123 5.735
H 5.372 0.936 3.089
H 2.533 6.165 -1.900
H -3.209 1.206 1.143
H -5.455 -2.931 3.918
H -1.879 -1.297 -5.904
H 0.393 6.321 2.299
H 5.551 -3.789 0.592
H 3.848 5.390 1.159
H 1.185 7.502 -0.355
H -3.094 -6.358 -0.534
H 0.989 -5.758 -1.063
H -2.085 -3.944 -3.926
H -1.841 -1.993 -2.465
H -1.403 -2.605 5.262
H 3.791 -3.079 -1.480
H 1.145 -5.188 -3.448
H -3.812 1.012 -2.853
H -0.636 0.386 2.243
H 1.937 7.774 1.224
H -0.431 5.815 0.812
H -7.006 1.588 -0.780
H 2.930 7.297 -0.151
H -3.988 -0.522 -4.799
H 2.793 4.208 1.920
H 3.874 2.557 4.019
H 5.371 -2.336 -1.876
H 1.189 3.208 3.941
H 2.878 5.859 2.569
H -0.712 -1.913 3.012
H -2.845 -4.402 0.931
H 3.887 -1.341 -1.808
H 1.018 -3.958 0.656
H 5.618 -2.556 3.066
H -0.855 0.800 3.959
H -4.657 -1.936 -1.374
H -5.245 2.505 0.698
H -6.705 -0.648 -1.803
H 1.330 -2.858 -4.200
H -4.770 -2.205 1.682
*
```

Properties
- HOMO-LUMO gap (alpha / beta): 5.80 / 6.83 eV
- Energy relative to the best compared isomer or geometry (same formula, charge and spin): 2.133 eV

Atomic partial charges in e from the Löwdin method, atoms 1 to 5: W 1.270; Cl 0.805; Cl 0.721; S 0.687; S 0.958



Please write out number 3 again, unchanged.
A molecular structure, C17H22Br27N2O2S. Source: OMol25; level of theory: wB97M-V/def2-TZVPD.

Structure (ORCA input):
```
! RIJCOSX wB97M-V def2-TZVPD def2/J DEFGRID3
* xyz -1 1
Br -0.059 5.180 -3.298
Br 3.524 1.569 7.837
Br -12.524 -1.118 1.062
Br -4.684 -4.216 -1.383
Br 4.760 2.001 3.042
Br 2.714 3.617 -3.490
Br 5.197 -0.366 5.938
Br 11.534 4.317 -0.704
Br 2.305 0.633 5.042
Br 2.737 1.835 0.690
Br -4.387 -2.881 -4.260
Br -7.953 -0.373 -8.725
Br 5.337 2.914 -5.594
Br -6.632 0.855 1.631
Br 3.546 4.353 -7.792
Br -13.886 0.678 3.307
Br -5.227 -1.832 -7.963
Br 8.603 3.637 -1.740
Br -9.727 1.561 1.911
Br -11.508 -1.297 4.074
Br 5.519 3.362 0.224
Br 9.286 3.416 1.363
Br -5.850 -1.302 -1.922
Br -8.493 0.918 -0.950
Br 0.279 2.342 -1.891
Br -7.608 -1.720 -5.859
Br 3.916 1.191 -7.858
S -1.363 -0.693 -1.236
O 1.090 0.929 3.448
O -0.999 0.277 3.973
N 0.680 -1.939 2.686
N -1.280 -0.979 1.527
C -1.365 -0.888 0.343
C 0.850 -3.116 1.846
C -4.475 -2.573 -2.363
C 0.039 0.263 3.296
C 0.115 -0.768 2.131
C -8.399 0.562 0.941
C 9.956 3.246 -0.428
C 4.311 -1.671 0.891
C 4.120 2.896 1.471
C 2.218 -3.110 1.117
C 3.430 0.162 6.517
C -7.136 -1.798 -7.719
C -13.015 -0.994 2.917
C 2.765 -1.702 0.941
C 4.725 2.879 -7.417
C 1.151 3.965 -2.418
C 4.890 -1.702 2.308
H 0.753 -0.316 1.387
H 2.991 -0.695 7.003
H 5.008 -2.738 2.612
H 4.605 -2.582 0.374
H 5.593 2.994 -8.048
H 2.464 -1.064 1.759
H -3.534 -2.138 -2.059
H 2.399 -1.254 0.020
H 0.836 -3.967 2.520
H 3.665 3.818 1.798
H -7.524 -2.726 -8.110
H 10.243 2.215 -0.566
H 0.173 -2.169 3.527
H 2.925 -3.727 1.656
H 0.053 -3.300 1.125
H 2.081 -3.515 0.120
H 4.668 -0.829 0.310
H -13.729 -1.779 3.112
H 5.841 -1.191 2.390
H 4.203 -1.273 3.027
H 1.489 4.452 -1.515
H -8.628 -0.484 1.078
*
```

Properties
- HOMO-LUMO gap: 6.91 eV

Atomic partial charges in e from the Löwdin method, atoms 1 to 5: Br 0.563; Br 0.500; Br 0.557; Br 0.568; Br 0.602